Record 1
{
  "formula": "C29H33N6O3PS2W",
  "method": "ωB97M-V/def2-TZVPD",
  "symbols": ["W", "S", "C", "C", "C", "C", "C", "C", "S", "H", "H", "H", "H", "N", "C", "C", "C", "N", "C", "N", "O", "C", "O", "C", "C", "C", "C", "C", "C", "H", "H", "H", "H", "H", "O", "P", "N", "C", "C", "C", "C", "N", "C", "C", "C", "C", "N", "C", "C", "C", "C", "H", "H", "H", "H", "H", "H", "H", "H", "H", "H", "H", "H", "H", "H", "H", "H", "H", "H", "H", "H", "H", "H", "H", "H"],
  "xyz": [[-0.40953, 0.69885, -1.88668], [1.84129, 1.27448, -2.51910], [0.56087, 3.67806, -1.74056], [1.48163, 4.67813, -1.98518], [1.39651, 5.84367, -1.24042], [0.38863, 5.97886, -0.29018], [-0.52076, 4.95973, -0.05610], [-0.43287, 3.76821, -0.77630], [-1.45723, 2.37458, -0.44525], [2.22877, 4.54870, -2.75675], [2.09740, 6.64843, -1.41320], [0.31366, 6.89411, 0.28296], [-1.28487, 5.07619, 0.70157], [0.55623, 2.45548, -2.50610], [-0.50223, 2.08400, -3.39740], [-1.09376, 2.90451, -4.28179], [-0.58551, 4.20579, -4.61364], [-0.16086, 5.24412, -4.86598], [-2.29512, 2.45454, -4.92872], [-3.25641, 2.06087, -5.42150], [-1.05783, -3.29823, -2.77224], [-1.23482, -2.15201, -2.43301], [-0.32384, -1.20619, -2.56185], [-2.49679, -1.71093, -1.74835], [-2.86934, -0.37732, -1.75118], [-3.97595, 0.08531, -1.05607], [-4.72624, -0.82688, -0.32800], [-4.37313, -2.17241, -0.32579], [-3.26889, -2.61866, -1.03810], [-2.41276, 0.32974, -2.46747], [-4.23538, 1.13429, -1.08980], [-5.59279, -0.49198, 0.22676], [-4.96758, -2.88031, 0.23784], [-2.98761, -3.66396, -1.04821], [-0.43651, -0.40211, -0.03639], [0.64290, -0.93209, 0.88785], [1.91039, 0.08710, 0.98029], [1.63243, 1.50019, 1.31761], [2.99665, 2.04113, 1.71343], [3.64860, 0.84488, 2.39799], [3.24042, -0.31206, 1.49251], [-0.13741, -1.15209, 2.30767], [0.52429, -1.77542, 3.46387], [-0.62480, -2.07262, 4.43110], [-1.83176, -2.23763, 3.50917], [-1.60479, -1.16117, 2.45582], [1.31303, -2.35607, 0.45299], [2.29877, -2.44523, -0.65099], [1.99808, -3.78309, -1.33137], [1.29881, -4.60054, -0.24881], [0.45665, -3.55989, 0.47205], [0.91738, 1.55848, 2.14787], [1.20541, 2.02395, 0.46756], [2.91770, 2.92679, 2.34223], [3.55772, 2.30998, 0.81583], [3.23691, 0.70880, 3.40274], [4.73136, 0.92629, 2.48535], [3.19386, -1.27438, 2.01008], [3.93964, -0.40865, 0.65900], [1.26692, -1.10359, 3.90544], [1.04435, -2.69154, 3.16296], [-0.78115, -1.22163, 5.09706], [-0.42085, -2.94563, 5.04922], [-2.78367, -2.12008, 4.02543], [-1.82060, -3.22552, 3.04142], [-1.95626, -0.18734, 2.80866], [-2.08832, -1.36363, 1.50258], [3.31317, -2.41823, -0.24801], [2.17885, -1.60794, -1.34198], [2.91026, -4.25685, -1.69299], [1.32696, -3.63439, -2.17390], [2.02291, -5.03850, 0.44260], [0.68279, -5.40007, -0.65759], [0.21105, -3.83525, 1.49953], [-0.47503, -3.38618, -0.07007]],
  "atomic_forces_ev_per_a": [[0.084, -0.164, 0.528], [-0.134, -0.044, 0.309], [0.038, -0.282, -0.196], [-0.072, 0.117, 0.086], [-0.015, -0.034, -0.011], [0.031, 0.023, -0.015], [0.004, -0.015, 0.007], [-0.023, 0.189, 0.121], [0.004, 0.131, 0.033], [0.002, -0.005, -0.002], [-0.004, 0.004, 0.002], [0.002, 0.000, -0.003], [-0.013, -0.036, -0.012], [0.010, 0.122, -0.382], [0.012, 0.037, 0.146], [-0.100, 0.173, -0.302], [-0.068, -0.091, 0.080], [0.020, -0.011, -0.020], [0.148, -0.013, 0.023], [-0.022, 0.025, 0.018], [-0.056, -0.135, 0.039], [0.361, 0.154, 0.064], [-0.256, -0.209, -0.388], [-0.086, -0.065, 0.016], [-0.078, 0.275, -0.162], [0.019, -0.178, 0.108], [0.011, 0.057, -0.004], [-0.014, -0.012, -0.002], [0.017, -0.019, 0.026], [-0.054, 0.043, -0.178], [-0.021, -0.001, -0.008], [-0.001, -0.013, 0.004], [-0.002, -0.002, -0.003], [0.002, 0.007, -0.006], [0.418, 0.140, 0.057], [-0.450, -0.026, -0.273], [0.091, -0.007, 0.261], [-0.016, 0.000, -0.025], [0.006, 0.077, 0.055], [0.081, -0.035, 0.041], [-0.040, -0.051, 0.047], [0.088, -0.174, 0.118], [0.052, 0.091, 0.011], [0.022, 0.018, 0.022], [-0.058, -0.035, 0.004], [0.044, 0.020, 0.023], [0.079, -0.166, 0.041], [-0.038, 0.014, -0.086], [0.119, 0.010, 0.012], [-0.040, -0.054, 0.025], [0.036, 0.021, 0.096], [0.036, 0.044, -0.023], [-0.020, 0.015, -0.051], [0.019, -0.021, 0.020], [-0.003, 0.004, -0.016], [-0.013, 0.007, -0.047], [-0.004, 0.021, 0.011], [0.022, 0.099, -0.058], [0.010, 0.009, -0.016], [-0.031, -0.024, -0.021], [-0.016, 0.011, 0.020], [0.001, 0.007, -0.012], [-0.019, -0.006, -0.009], [0.003, 0.001, 0.006], [0.012, 0.006, -0.009], [0.010, 0.012, -0.003], [-0.015, -0.036, 0.000], [-0.030, -0.020, 0.031], [0.049, -0.016, -0.010], [-0.023, -0.001, -0.023], [-0.073, 0.034, -0.041], [0.004, 0.015, -0.004], [0.022, -0.009, -0.004], [0.013, -0.028, -0.032], [-0.096, 0.004, -0.051]],
  "lumo_ev": [-0.29, -0.96],
  "total_energy_ha": -2884.0513,
  "spin_multiplicity": 3,
  "charge": 0,
  "gap_ev": [7.04, 7.28]
}


Record 2
{
  "formula": "C29H33N6S3Ta",
  "method": "ωB97M-V/def2-TZVPD",
  "symbols": ["Ta", "S", "C", "C", "C", "C", "C", "N", "H", "H", "H", "H", "S", "C", "C", "C", "C", "C", "C", "H", "H", "H", "H", "H", "C", "C", "C", "C", "N", "C", "S", "N", "C", "H", "H", "H", "H", "H", "H", "H", "H", "C", "N", "C", "C", "C", "C", "C", "C", "C", "C", "H", "H", "H", "H", "H", "H", "H", "H", "H", "H", "H", "H", "N", "C", "C", "C", "N", "H", "H", "H", "H"],
  "xyz": [[0.54330, 0.17530, 0.40839], [2.74900, 0.98016, 0.75833], [2.44042, 2.24766, -0.41564], [3.36984, 3.14283, -0.91956], [2.91083, 4.09838, -1.81375], [1.55508, 4.15367, -2.13684], [0.70363, 3.21449, -1.59339], [1.15538, 2.25592, -0.77172], [4.40470, 3.09490, -0.60955], [3.60446, 4.80479, -2.25123], [1.16737, 4.91500, -2.79893], [-0.35863, 3.20474, -1.80674], [0.90670, -1.26732, 2.16045], [1.02130, -0.60106, 3.81361], [0.16324, 0.34056, 4.36687], [0.35177, 0.73190, 5.68351], [1.37437, 0.17866, 6.44288], [2.21276, -0.77687, 5.88892], [2.04175, -1.17210, 4.57189], [-0.65191, 0.75205, 3.79692], [-0.31119, 1.46948, 6.11672], [1.50910, 0.48481, 7.47184], [2.99820, -1.22548, 6.48249], [2.69170, -1.92047, 4.13662], [3.49576, -4.41128, -4.74807], [2.44264, -4.40365, -3.69238], [1.44736, -5.33079, -3.56103], [0.51480, -5.17353, -2.52636], [0.55074, -4.12682, -1.69491], [1.52488, -3.24458, -1.82006], [1.74393, -1.92351, -0.74071], [2.46014, -3.38443, -2.79842], [-0.56414, -6.17375, -2.29072], [3.46125, -5.33426, -5.31966], [4.48871, -4.30533, -4.30788], [3.34020, -3.57469, -5.43251], [1.39207, -6.16983, -4.23860], [3.21184, -2.70764, -2.82310], [-0.47087, -7.03798, -2.94304], [-1.53702, -5.70458, -2.44911], [-0.53460, -6.49278, -1.24853], [-3.23104, 0.02570, -0.53491], [-3.75849, -0.16785, 0.77730], [-4.99205, 0.55244, 1.04172], [-2.73468, -0.11552, 1.79861], [-2.02416, 1.21926, 1.93713], [-2.69985, 2.20374, 2.65170], [-2.14236, 3.44908, 2.88120], [-0.86991, 3.73581, 2.40817], [-0.17326, 2.78118, 1.69864], [-0.72825, 1.50460, 1.41048], [-3.98803, -0.19374, -1.28974], [-2.41190, -0.68560, -0.65125], [-2.84227, 1.04141, -0.73409], [-5.74524, 0.23891, 0.31945], [-4.88732, 1.64484, 0.96892], [-5.35474, 0.30180, 2.03870], [-2.00619, -0.90773, 1.58337], [-3.20824, -0.35778, 2.75196], [-3.67275, 1.97287, 3.06925], [-2.68855, 4.18716, 3.45510], [-0.41280, 4.69487, 2.61540], [0.82225, 3.03384, 1.37428], [0.67989, 0.56877, -2.91538], [0.33942, 0.17344, -4.14825], [-0.68175, -0.73752, -4.01375], [-0.89638, -0.83024, -2.63874], [-0.07293, -0.02032, -1.96521], [1.37701, 1.24383, -2.66101], [0.84742, 0.55332, -5.02005], [-1.20936, -1.25456, -4.79644], [-1.59471, -1.46658, -2.12888]],
  "atomic_forces_ev_per_a": [[0.709, 0.732, -2.013], [0.062, -0.265, 0.326], [0.268, 0.068, -0.023], [-0.036, 0.092, -0.029], [-0.007, -0.021, 0.037], [0.027, 0.030, -0.004], [-0.170, 0.005, 0.130], [-0.096, -0.377, 0.143], [-0.013, -0.010, -0.033], [-0.027, 0.033, 0.038], [0.010, -0.018, 0.007], [0.016, -0.022, -0.025], [-0.164, -0.101, 0.235], [0.087, -0.001, 0.030], [0.056, -0.039, 0.023], [-0.017, -0.033, -0.021], [-0.030, 0.031, 0.023], [0.047, -0.023, -0.008], [0.007, 0.019, 0.017], [0.005, 0.068, -0.022], [0.002, -0.027, 0.011], [0.003, -0.001, -0.016], [-0.001, 0.025, -0.012], [-0.023, -0.005, 0.006], [0.011, 0.018, 0.059], [0.117, 0.053, -0.028], [-0.038, -0.061, -0.031], [-0.060, -0.012, 0.088], [-0.022, 0.020, -0.060], [-0.684, 0.189, 0.115], [0.821, -0.256, 0.263], [0.046, -0.090, -0.014], [-0.002, 0.037, -0.027], [-0.002, 0.001, 0.016], [-0.009, -0.024, 0.000], [-0.002, -0.010, -0.001], [0.009, 0.007, 0.015], [-0.003, 0.060, -0.034], [-0.008, 0.012, 0.002], [0.012, 0.002, -0.005], [0.008, 0.002, -0.008], [-0.016, 0.116, -0.134], [-0.203, -0.182, 0.133], [0.138, 0.078, 0.008], [0.019, 0.076, -0.058], [0.211, 0.250, -0.020], [-0.027, -0.037, 0.032], [-0.064, 0.034, 0.053], [0.091, 0.035, 0.104], [-0.224, -0.149, -0.024], [-0.768, -0.149, 0.313], [0.025, -0.036, 0.000], [0.034, 0.004, -0.024], [-0.008, -0.009, 0.004], [0.001, -0.003, 0.002], [-0.014, -0.006, 0.002], [-0.009, -0.003, -0.011], [-0.029, -0.031, 0.023], [0.086, -0.041, 0.037], [0.021, 0.013, -0.008], [0.002, -0.001, -0.031], [-0.007, -0.019, -0.012], [0.026, 0.043, 0.069], [-0.051, -0.049, -0.074], [0.135, -0.077, -0.025], [-0.051, -0.107, 0.031], [0.083, -0.017, -0.013], [-0.380, 0.144, 0.378], [0.083, -0.019, -0.018], [-0.036, 0.052, 0.041], [0.008, 0.020, 0.024], [0.017, -0.037, 0.029]],
  "lumo_ev": -6.61,
  "total_energy_ha": -2704.4981,
  "charge": 2,
  "gap_ev": 6.31
}


The records above give, respectively, relative energy (zero: lowest compared OMol25 entry of this formula, charge and spin) values of 48.8 33.1 kcal per mole.